No. 1
The following is a DFT calculation (ωB97M-V with the def2-TZVPD basis set) of C51H54BN11OPS2Sr as an isolated structure.

## Properties
Expectation value of S² = 0.78
Spin multiplicity = 2
E_LUMO (alpha / beta) = 0.46 / -2.26 eV
Highest occupied orbital energy (alpha / beta) = -6.305 / -6.304 eV
Energy above the lowest of the compared OMol25 structures with the same formula, charge and spin = 2.931 eV
Kohn-Sham gap (alpha / beta) = 6.76 / 4.05 eV
E_tot = -104675.2486 eV

```
122
C51H54BN11OPS2Sr, DFT ωB97M-V with the def2-TZVPD basis set
Sr -1.176 -0.588 1.164
C -2.552 2.091 -1.438
N -1.361 1.560 -2.098
C -0.341 2.571 -2.340
C 0.782 2.487 -1.317
N 0.389 2.622 0.092
C 1.537 2.375 0.969
C -0.341 3.768 0.448
C -0.151 4.970 -0.224
C -0.853 6.112 0.135
C -1.758 6.093 1.196
C -1.969 4.917 1.878
C -1.306 3.719 1.509
S -1.785 2.261 2.252
C -1.767 0.798 -3.249
C -1.984 1.441 -4.467
C -2.462 0.755 -5.573
C -2.755 -0.600 -5.435
C -2.542 -1.238 -4.226
C -2.024 -0.571 -3.098
S -1.677 -1.474 -1.651
H -3.254 2.536 -2.158
H -2.283 2.857 -0.716
H -3.070 1.295 -0.904
H -0.776 3.578 -2.390
H 0.134 2.386 -3.305
H 1.582 3.200 -1.577
H 1.205 1.487 -1.405
H 2.344 3.096 0.782
H 1.935 1.375 0.777
H 1.235 2.443 2.013
H 0.564 5.015 -1.034
H -0.679 7.033 -0.409
H -2.288 6.992 1.479
H -2.675 4.867 2.696
H -1.781 2.504 -4.544
H -2.616 1.268 -6.514
H -3.150 -1.163 -6.273
H -2.760 -2.295 -4.127
C 2.882 -0.441 2.842
C 1.485 -0.177 3.294
C 1.046 0.771 4.261
C -0.306 0.618 4.338
N -0.668 -0.364 3.454
N 0.460 -0.855 2.818
B -2.085 -1.154 3.490
N -3.371 -0.712 2.595
C -4.600 -1.136 2.992
C -5.473 -0.948 1.957
C -4.705 -0.420 0.895
C -5.154 -0.104 -0.492
N -3.445 -0.296 1.273
N -1.826 -2.636 3.046
C -1.981 -3.812 3.700
C -1.902 -4.828 2.785
C -1.708 -4.194 1.542
C -1.571 -4.815 0.191
N -1.670 -2.882 1.692
N -2.529 -1.051 4.954
C -1.859 -1.620 5.993
C -2.300 -1.044 7.151
C -3.245 -0.081 6.725
C -4.059 0.859 7.563
N -3.367 -0.073 5.410
H 3.275 -1.348 3.308
H 3.535 0.384 3.126
H 2.945 -0.567 1.765
H 1.654 1.467 4.814
H -1.034 1.116 4.960
H -4.757 -1.558 3.968
H -6.527 -1.179 1.949
H -5.355 0.962 -0.620
H -6.076 -0.643 -0.709
H -4.392 -0.408 -1.210
H -2.171 -3.847 4.758
H -1.984 -5.885 2.977
H -2.255 -5.657 0.088
H -0.555 -5.186 0.038
H -1.787 -4.088 -0.592
H -1.101 -2.368 5.834
H -1.995 -1.277 8.158
H -3.926 0.652 8.624
H -5.119 0.769 7.328
H -3.770 1.895 7.383
O 2.258 -2.818 0.858
N 1.068 -2.748 0.102
C 1.258 -2.949 -1.138
C 2.575 -3.220 -1.780
C 3.099 -4.510 -1.716
C 4.271 -4.822 -2.382
C 4.931 -3.839 -3.119
C 4.418 -2.553 -3.160
C 3.238 -2.226 -2.489
P 2.578 -0.505 -2.399
C 2.741 0.081 -4.124
C 3.875 0.659 -4.692
C 3.883 1.034 -6.030
C 2.756 0.832 -6.818
C 1.622 0.251 -6.265
C 1.614 -0.115 -4.926
C 3.953 0.340 -1.520
C 4.677 -0.322 -0.527
C 5.616 0.355 0.241
C 5.844 1.710 0.040
C 5.117 2.386 -0.932
C 4.177 1.708 -1.698
H 1.912 -2.666 1.749
H 0.358 -2.836 -1.738
H 2.575 -5.267 -1.144
H 4.668 -5.828 -2.334
H 5.845 -4.075 -3.651
H 4.944 -1.786 -3.718
H 4.765 0.813 -4.093
H 4.772 1.481 -6.456
H 2.760 1.133 -7.858
H 0.737 0.093 -6.869
H 0.714 -0.550 -4.496
H 4.506 -1.379 -0.348
H 6.174 -0.183 0.999
H 6.579 2.236 0.637
H 5.281 3.444 -1.098
H 3.609 2.256 -2.442
```

Here are the Löwdin charges for atoms 1 to 99, given in e: number 1, Sr, carries 1.282; number 2, C, carries -0.052; number 3, N, carries -0.148; number 4, C, carries -0.174; number 5, C, carries -0.180; number 6, N, carries -0.144; number 7, C, carries -0.041; number 8, C, carries -0.285; number 9, C, carries -0.018; number 10, C, carries -0.049; number 11, C, carries -0.079; number 12, C, carries -0.103; number 13, C, carries -0.592; number 14, S, carries 0.875; number 15, C, carries -0.303; number 16, C, carries -0.055; number 17, C, carries -0.111; number 18, C, carries -0.111; number 19, C, carries -0.133; number 20, C, carries -0.648; number 21, S, carries 0.543; number 22, H, carries 0.102; number 23, H, carries 0.062; number 24, H, carries 0.043; number 25, H, carries 0.115; number 26, H, carries 0.119; number 27, H, carries 0.112; number 28, H, carries 0.061; number 29, H, carries 0.099; number 30, H, carries 0.082; number 31, H, carries 0.075; number 32, H, carries 0.113; number 33, H, carries 0.109; number 34, H, carries 0.106; number 35, H, carries 0.100; number 36, H, carries 0.110; number 37, H, carries 0.092; number 38, H, carries 0.095; number 39, H, carries 0.090; number 40, C, carries -0.026; number 41, C, carries -0.339; number 42, C, carries -0.011; number 43, C, carries -0.129; number 44, N, carries -0.178; number 45, N, carries -0.041; number 46, B, carries -0.688; number 47, N, carries -0.047; number 48, C, carries -0.071; number 49, C, carries -0.002; number 50, C, carries -0.327; number 51, C, carries -0.027; number 52, N, carries -0.116; number 53, N, carries -0.011; number 54, C, carries -0.067; number 55, C, carries -0.011; number 56, C, carries -0.334; number 57, C, carries -0.031; number 58, N, carries -0.017; number 59, N, carries -0.033; number 60, C, carries -0.094; number 61, C, carries -0.017; number 62, C, carries -0.353; number 63, C, carries -0.036; number 64, N, carries 0.128; number 65, H, carries 0.093; number 66, H, carries 0.087; number 67, H, carries 0.051; number 68, H, carries 0.112; number 69, H, carries 0.121; number 70, H, carries 0.121; number 71, H, carries 0.105; number 72, H, carries 0.083; number 73, H, carries 0.083; number 74, H, carries 0.048; number 75, H, carries 0.108; number 76, H, carries 0.103; number 77, H, carries 0.080; number 78, H, carries 0.072; number 79, H, carries 0.029; number 80, H, carries 0.121; number 81, H, carries 0.100; number 82, H, carries 0.071; number 83, H, carries 0.075; number 84, H, carries 0.074; number 85, O, carries -0.066; number 86, N, carries 0.021; number 87, C, carries -0.183; number 88, C, carries -0.220; number 89, C, carries -0.030; number 90, C, carries -0.071; number 91, C, carries -0.074; number 92, C, carries -0.074; number 93, C, carries -0.310; number 94, P, carries 1.143; number 95, C, carries -0.368; number 96, C, carries -0.108; number 97, C, carries -0.083; number 98, C, carries -0.087; number 99, C, carries -0.075

=====

No. 2
The following is a DFT calculation (ωB97M-V with the def2-TZVPD basis set) of C51H56F3I2N9O4P2PbSSb as an isolated structure.

## Properties
Total charge = +1
E_LUMO = -2.48 eV
Highest occupied orbital energy = -9.169 eV
Energy above the lowest of the compared OMol25 structures with the same formula, charge and spin = 0.268 eV
Kohn-Sham gap = 6.69 eV
E_tot = -140950.3690 eV

```
130
C51H56F3I2N9O4P2PbSSb, DFT ωB97M-V with the def2-TZVPD basis set
Pb 0.100 0.664 -1.586
I -2.485 7.703 -0.027
C -1.976 5.882 -0.914
C -2.975 5.008 -1.319
C -2.626 3.818 -1.929
I -4.131 2.525 -2.590
C -1.291 3.444 -2.151
O -0.978 2.315 -2.723
C -0.303 4.363 -1.737
C 1.132 3.999 -1.965
N 1.520 2.916 -1.046
C 2.940 2.599 -1.066
C 3.356 1.762 -2.251
C 4.596 1.958 -2.847
C 5.020 1.083 -3.831
C 4.198 0.024 -4.188
C 2.971 -0.085 -3.562
N 2.548 0.772 -2.633
C -0.646 5.558 -1.125
H -4.016 5.258 -1.169
H 1.774 4.877 -1.826
H 1.267 3.632 -2.986
H 1.255 3.194 -0.104
H 3.162 2.002 -0.176
H 3.564 3.502 -1.041
H 5.219 2.783 -2.534
H 5.979 1.222 -4.311
H 4.497 -0.697 -4.934
H 2.295 -0.900 -3.791
H 0.134 6.249 -0.830
N -3.833 -1.671 -3.289
C -4.974 -1.473 -2.474
C -6.228 -1.778 -2.973
C -7.359 -1.584 -2.192
C -7.238 -1.070 -0.913
C -5.981 -0.749 -0.417
C -4.852 -0.962 -1.188
S -3.258 -0.584 -0.529
N -2.272 -0.605 -1.891
C -2.616 -1.096 -3.015
C -1.656 -0.994 -4.163
C -1.891 -1.631 -5.376
C -1.072 -1.349 -6.459
C -0.062 -0.420 -6.306
C 0.133 0.128 -5.047
N -0.608 -0.181 -3.994
H -4.048 -1.831 -4.259
H -6.322 -2.171 -3.977
H -8.331 -1.831 -2.593
H -8.114 -0.909 -0.303
H -5.877 -0.329 0.574
H -2.690 -2.346 -5.497
H -1.243 -1.834 -7.409
H 0.567 -0.127 -7.132
H 0.918 0.854 -4.877
C 0.181 -4.742 1.273
N -0.024 -3.607 0.389
C -1.394 -3.466 -0.094
P 1.239 -3.075 -0.519
O 0.808 -1.990 -1.421
O 2.330 -2.711 0.593
P 2.841 -1.363 1.345
O 2.079 -0.168 0.940
N 2.693 -1.797 2.918
C 2.780 -0.769 3.945
C 2.953 -3.145 3.402
N 4.441 -1.277 0.950
C 4.746 -1.198 -0.469
C 5.494 -1.886 1.744
N 2.013 -4.297 -1.315
C 1.532 -4.669 -2.634
C 3.189 -5.024 -0.877
H -0.519 -4.674 2.107
H 1.190 -4.736 1.679
H 0.016 -5.693 0.756
H -2.042 -3.142 0.723
H -1.771 -4.416 -0.486
H -1.430 -2.715 -0.881
H 2.500 0.193 3.528
H 3.791 -0.700 4.360
H 2.091 -1.011 4.757
H 3.080 -3.839 2.575
H 2.113 -3.486 4.012
H 3.854 -3.173 4.020
H 3.868 -0.863 -1.013
H 5.047 -2.176 -0.860
H 5.555 -0.487 -0.643
H 5.292 -1.769 2.803
H 6.432 -1.374 1.529
H 5.628 -2.950 1.516
H 0.670 -4.065 -2.906
H 1.246 -5.724 -2.660
H 2.312 -4.506 -3.384
H 3.493 -4.704 0.115
H 4.024 -4.854 -1.565
H 2.988 -6.098 -0.847
F -4.616 6.273 3.919
C -3.894 5.244 3.444
C -2.624 5.488 2.961
C -1.891 4.420 2.474
C -2.407 3.124 2.476
C -3.694 2.922 2.959
C -4.447 3.980 3.451
Sb -1.089 1.614 1.699
C 0.401 2.139 3.154
C 0.096 2.093 4.514
C 1.009 2.511 5.466
C 2.232 2.997 5.040
F 3.125 3.409 5.960
C 2.568 3.076 3.705
C 1.642 2.632 2.770
C -1.747 -0.156 2.719
C -3.069 -0.594 2.744
C -3.417 -1.810 3.314
C -2.414 -2.601 3.837
F -2.736 -3.788 4.386
C -1.087 -2.220 3.806
C -0.765 -0.996 3.239
H -2.231 6.494 2.965
H -0.893 4.612 2.095
H -4.136 1.938 2.981
H -5.446 3.833 3.835
H -0.875 1.738 4.839
H 0.782 2.484 6.522
H 3.533 3.468 3.416
H 1.921 2.656 1.724
H -3.855 0.002 2.298
H -4.442 -2.151 3.349
H -0.333 -2.871 4.225
H 0.276 -0.699 3.195
```

Here are the Löwdin charges for atoms 1 to 99, given in e: number 1, Pb, carries 1.356; number 2, I, carries 0.908; number 3, C, carries -0.739; number 4, C, carries -0.225; number 5, C, carries -0.615; number 6, I, carries 0.978; number 7, C, carries -0.492; number 8, O, carries -0.348; number 9, C, carries -0.169; number 10, C, carries -0.154; number 11, N, carries -0.120; number 12, C, carries -0.164; number 13, C, carries -0.268; number 14, C, carries -0.006; number 15, C, carries -0.040; number 16, C, carries -0.041; number 17, C, carries -0.156; number 18, N, carries 0.030; number 19, C, carries -0.120; number 20, H, carries 0.083; number 21, H, carries 0.127; number 22, H, carries 0.128; number 23, H, carries 0.080; number 24, H, carries 0.115; number 25, H, carries 0.127; number 26, H, carries 0.120; number 27, H, carries 0.116; number 28, H, carries 0.111; number 29, H, carries 0.105; number 30, H, carries 0.100; number 31, N, carries 0.131; number 32, C, carries -0.244; number 33, C, carries -0.016; number 34, C, carries -0.069; number 35, C, carries -0.072; number 36, C, carries -0.092; number 37, C, carries -0.456; number 38, S, carries 0.922; number 39, N, carries -0.333; number 40, C, carries -0.367; number 41, C, carries -0.177; number 42, C, carries 0.003; number 43, C, carries -0.034; number 44, C, carries -0.026; number 45, C, carries -0.124; number 46, N, carries 0.056; number 47, H, carries 0.119; number 48, H, carries 0.117; number 49, H, carries 0.110; number 50, H, carries 0.109; number 51, H, carries 0.105; number 52, H, carries 0.113; number 53, H, carries 0.118; number 54, H, carries 0.114; number 55, H, carries 0.108; number 56, C, carries -0.085; number 57, N, carries -0.277; number 58, C, carries -0.093; number 59, P, carries 0.471; number 60, O, carries -0.386; number 61, O, carries -0.272; number 62, P, carries 0.481; number 63, O, carries -0.297; number 64, N, carries -0.293; number 65, C, carries -0.086; number 66, C, carries -0.092; number 67, N, carries -0.285; number 68, C, carries -0.092; number 69, C, carries -0.087; number 70, N, carries -0.291; number 71, C, carries -0.093; number 72, C, carries -0.095; number 73, H, carries 0.083; number 74, H, carries 0.061; number 75, H, carries 0.092; number 76, H, carries 0.071; number 77, H, carries 0.092; number 78, H, carries 0.035; number 79, H, carries 0.058; number 80, H, carries 0.092; number 81, H, carries 0.095; number 82, H, carries 0.065; number 83, H, carries 0.084; number 84, H, carries 0.089; number 85, H, carries 0.056; number 86, H, carries 0.091; number 87, H, carries 0.093; number 88, H, carries 0.066; number 89, H, carries 0.093; number 90, H, carries 0.091; number 91, H, carries 0.072; number 92, H, carries 0.088; number 93, H, carries 0.088; number 94, H, carries 0.064; number 95, H, carries 0.087; number 96, H, carries 0.090; number 97, F, carries 0.068; number 98, C, carries -0.278; number 99, C, carries -0.039

=====

Question: Look up the energy above the lowest of the compared OMol25 structures with the same formula, charge and spin of the first one.
Answer: 2.931 eV